{
  "formula": "Cl2H42LiO21",
  "method": "ωB97M-V/def2-TZVPD",
  "charge": -1,
  "e_homo_ev": -5.338,
  "homo_lumo_gap_ev": 6.8475,
  "fmax_ev_per_a": 1.399,
  "elements": ["Li", "Cl", "Cl", "O", "H", "H", "O", "H", "H", "O", "H", "H", "O", "H", "H", "O", "H", "H", "O", "H", "H", "O", "H", "H", "O", "H", "H", "O", "H", "H", "O", "H", "H", "O", "H", "H", "O", "H", "H", "O", "H", "H", "O", "H", "H", "O", "H", "H", "O", "H", "H", "O", "H", "H", "O", "H", "H", "O", "H", "H", "O", "H", "H", "O", "H", "H"],
  "positions_angstrom": [[0.5513, -1.1378, -2.1385], [0.0854, 0.4349, -0.5443], [1.7625, -0.5736, -4.3014], [2.6219, -1.3383, 4.0575], [3.0549, -0.8482, 4.7565], [2.3859, -0.6744, 3.4096], [-2.5713, -1.3976, 0.6163], [-1.9746, -0.9222, 0.0382], [-3.3976, -0.9184, 0.5547], [-2.3969, -1.2727, 3.9997], [-3.1570, -0.7143, 3.8367], [-1.6437, -0.7184, 3.7956], [-3.2675, -3.4065, -1.2959], [-3.3227, -2.9172, -0.4750], [-3.2123, -4.3231, -1.0257], [-0.5801, 0.4807, 2.9510], [0.0115, 0.5621, 2.2029], [-0.8414, 1.3800, 3.1492], [-0.4992, -4.7710, -2.4256], [0.1023, -5.2248, -3.0160], [-0.1181, -3.8995, -2.3183], [3.8883, 1.1410, 2.5431], [4.7026, 1.6409, 2.4869], [3.1971, 1.7992, 2.4703], [-1.2306, -1.8326, -2.7103], [-1.6940, -2.6647, -2.6152], [-1.9147, -1.2008, -2.9321], [-1.6884, -3.4299, 2.4417], [-1.8854, -2.9500, 3.2462], [-1.9556, -2.8385, 1.7380], [-2.7933, 2.1086, 0.3681], [-3.1938, 1.3106, 0.0232], [-1.8624, 1.8980, 0.4405], [3.4697, -0.6809, 0.5384], [3.5750, -0.0798, 1.2759], [2.5303, -0.8626, 0.5091], [-1.8997, 2.5296, -3.0523], [-1.7195, 2.1994, -2.1721], [-1.0469, 2.5318, -3.4870], [1.3578, -2.7553, -1.2003], [0.8936, -3.1269, -0.4502], [2.2486, -3.0974, -1.1248], [-1.4049, 3.1362, 2.9379], [-1.1552, 3.9696, 3.3370], [-2.2185, 3.3277, 2.4715], [0.7719, -3.5935, 1.3912], [0.0499, -3.9392, 1.9160], [1.5491, -3.7298, 1.9329], [-3.4134, 4.3580, -2.0252], [-2.9160, 3.6409, -2.4186], [-3.3205, 4.2251, -1.0818], [4.8993, 0.8379, -1.1351], [4.8233, 1.7247, -0.7829], [4.2839, 0.3200, -0.6161], [-3.8284, -0.1868, -3.8792], [-3.7778, -0.4794, -4.7892], [-3.1187, 0.4495, -3.7919], [1.4665, 2.6278, -2.7267], [1.5776, 2.0478, -3.4801], [1.0634, 2.0759, -2.0565], [4.5752, 3.3733, -0.1735], [4.5184, 4.3243, -0.0805], [3.7141, 3.0540, 0.0964], [2.1121, 2.9492, 0.4312], [1.5680, 3.7367, 0.4330], [1.6088, 2.3109, -0.0742]]
}

{
  "formula": "C4H12O3",
  "method": "ωB97M-V/def2-TZVPD",
  "charge": 0,
  "e_homo_ev": -10.445,
  "homo_lumo_gap_ev": 11.0079,
  "fmax_ev_per_a": 1.159,
  "smiles": "OCCCCO.O",
  "e_above_lowest_kj_mol": 86.7,
  "elements": ["O", "C", "C", "C", "C", "O", "H", "H", "H", "H", "H", "H", "H", "H", "H", "H", "O", "H", "H"],
  "positions_angstrom": [[2.9978, 0.4407, 1.0737], [2.1550, 0.5559, -0.0762], [0.9191, 1.3848, 0.2632], [-0.3208, 1.1192, -0.5729], [-0.8859, -0.2964, -0.5294], [-0.5639, -1.0858, -1.6537], [3.2085, -0.4920, 1.1587], [1.8812, -0.4229, -0.4930], [2.7122, 1.0313, -0.8753], [0.7035, 1.1807, 1.3127], [1.2148, 2.4321, 0.1985], [-1.0803, 1.7581, -0.1002], [-0.2050, 1.4603, -1.5854], [-0.5365, -0.7490, 0.4024], [-1.9603, -0.2403, -0.4147], [0.1724, -1.6581, -1.4293], [-3.6392, -2.4154, 1.3262], [-3.1197, -1.6667, 1.6327], [-3.6529, -2.3366, 0.3621]]
}

> What is the formula in the second record?

C4H12O3